This record from OMol25 describes C36H90F6K3N3O36P6S6 as an isolated structure in a non-equilibrium geometry. The level of theory is ωB97M-V/def2-TZVPD.

Computed properties:
**Lowest unoccupied orbital energy**: -1.76 eV
**Highest occupied orbital energy**: -9.207 eV
**Frontier orbital gap**: 7.4 eV

Structure (XYZ):
```
186
Properties=species:S:1:pos:R:3:forces:R:3:lowdin_charge:R:1
K 0.005645 -3.576786 -3.882541 -0.1781 0.2710 0.0700 0.795
K 2.107610 -1.480304 3.616831 0.1681 0.9695 -0.0290 0.841
K 0.516006 -4.440909 1.810084 -0.3986 -0.5167 -0.3332 0.873
N -1.227824 -5.945018 0.447115 -2.7281 -2.3975 1.2276 -0.369
S -2.442608 -6.857074 1.222060 0.5076 -3.6324 2.0982 0.572
O -2.732594 -8.217707 0.737524 1.0903 3.3804 0.6911 -0.263
O -3.513302 -6.076209 1.771322 0.3314 -0.2650 -0.7051 -0.278
F -1.536116 -7.086416 2.538098 0.2643 -0.1797 -0.1988 -0.233
S -2.249376 -5.292947 -0.555002 -1.5522 1.7241 -5.3751 0.448
O -2.902042 -4.128028 -0.013856 0.1920 -0.9370 -0.4716 -0.274
O -2.928331 -6.168141 -1.549470 0.7669 1.4460 3.3422 -0.274
F -1.162622 -4.713701 -1.513446 1.2944 0.9357 -0.3826 -0.212
N 1.875971 -5.687110 -3.257275 -2.6136 -3.9938 -1.0532 -0.320
S 1.904773 -6.929149 -4.362165 -4.2015 -4.1442 -1.9146 0.609
O 2.080855 -8.262349 -3.803752 0.6368 2.4441 -0.3711 -0.273
O 2.304632 -6.686630 -5.749419 0.0376 0.2692 2.8071 -0.273
F 0.257287 -6.941997 -4.546379 0.8902 0.5085 0.2685 -0.247
S 3.219999 -5.138825 -3.582930 6.6044 4.6716 -0.7204 0.376
O 3.178635 -4.127329 -4.608813 -0.0154 -0.2061 0.1750 -0.298
O 4.393920 -6.001404 -3.591079 -1.8036 0.5867 0.3752 -0.273
F 3.342260 -4.244385 -2.271905 0.3822 -0.0197 0.5642 -0.207
N 0.823398 -1.873994 1.012097 -3.2735 1.8604 0.1424 -0.389
S -0.589795 -0.906202 0.808361 -6.5162 1.3954 2.5587 0.626
O -1.675342 -1.413050 -0.064959 3.5101 0.9131 1.8744 -0.250
O -0.528359 0.560712 0.950992 1.0763 -3.0576 -0.3277 -0.269
F -1.143222 -1.349485 2.285342 0.6588 0.0660 -0.4237 -0.230
S 1.237589 -1.516718 -0.434978 5.9695 -0.7204 -6.6095 0.379
O 1.835849 -0.218440 -0.596384 -1.1012 -0.1844 0.5354 -0.248
O 0.523933 -2.053587 -1.570851 -0.4002 0.6009 1.5760 -0.294
F 2.518012 -2.448689 -0.508369 0.3658 -0.4905 0.9395 -0.184
C -4.222243 -1.535220 3.225758 0.4389 -0.5447 0.2622 -0.062
C -5.037150 -2.668351 3.783547 -1.7929 0.6881 -0.9467 -0.248
O -5.822395 -2.124009 4.886994 0.3542 -1.3298 2.5835 -0.214
P -5.727666 -2.929899 6.318864 0.6411 2.7402 -0.0193 0.490
O -4.403268 -2.747127 7.007236 -1.8967 -0.7035 -0.8744 -0.268
O -6.984312 -2.327450 7.183999 1.1050 -2.1139 -1.7611 -0.198
C -6.931634 -1.269320 8.086157 -1.2394 2.4659 -0.2582 -0.259
C -7.300757 0.095420 7.304381 0.7274 -1.7185 0.9543 -0.044
O -6.196510 -4.374930 5.880002 0.1418 1.4076 1.0039 -0.197
C -6.106731 -5.424986 6.869578 0.7305 -1.0660 -1.1725 -0.237
C -6.124438 -6.624271 5.936033 -0.7068 -0.8562 0.4333 -0.070
H -3.417589 -1.332215 3.932460 0.0702 0.4401 -0.1373 0.065
H -3.788456 -1.818694 2.266806 0.0238 0.0111 -0.0271 0.068
H -4.891035 -0.685519 3.088520 0.2320 0.1229 0.0619 0.088
H -5.866109 -2.839110 3.096683 0.3967 -0.6703 -0.4675 0.120
H -4.528808 -3.612406 3.979610 0.1051 0.2453 0.3116 0.122
H -7.709056 -1.444462 8.829817 0.0663 -0.2027 0.0601 0.109
H -5.979244 -1.193921 8.610912 0.1588 0.0172 -0.3149 0.107
H -6.989826 0.918539 7.947726 0.2971 0.2026 -0.4537 0.065
H -6.785513 -0.027702 6.351771 0.3218 0.7205 0.0654 0.049
H -8.350554 0.253591 7.057401 -0.1111 -0.5133 0.3079 0.065
H -5.154855 -5.374342 7.398224 -0.0861 0.2991 0.1489 0.114
H -6.947816 -5.382967 7.561606 -0.0009 0.0418 -0.1279 0.123
H -6.178321 -7.585769 6.446633 -0.0489 0.0470 0.2608 0.076
H -7.036592 -6.523227 5.347932 0.0718 -0.1905 -0.1855 0.082
H -5.275893 -6.700024 5.256074 0.0536 0.4710 0.1363 0.082
C 6.669016 4.142014 -3.213316 0.4040 -0.4862 0.3700 -0.050
C 5.452488 4.637829 -4.038888 3.6749 0.1694 -1.0973 -0.309
O 4.336921 4.396207 -3.332712 -4.4097 0.6723 1.8136 -0.174
P 3.379329 5.599760 -2.871488 -1.7704 -0.1755 -0.8015 0.467
O 3.921141 6.469727 -1.844312 0.6650 0.3963 0.6003 -0.209
O 2.052824 4.815642 -2.424444 0.6681 0.3879 0.6491 -0.171
C 1.836673 4.550747 -1.017218 -0.7769 -1.6554 0.8030 -0.253
C 0.567659 3.709212 -0.931561 -0.4576 -0.3143 -0.6277 -0.056
O 2.792872 6.435499 -4.175167 1.1021 -1.7375 1.2912 -0.175
C 2.024224 7.572322 -3.799952 -0.3627 2.3582 -0.8897 -0.291
C 2.863708 8.858879 -3.547710 -0.8883 -1.0259 1.1398 -0.068
H 7.011571 4.731986 -2.363201 -0.5987 0.8568 -0.1724 0.064
H 6.430600 3.210894 -2.699227 -0.3717 -0.3302 -0.3654 0.065
H 7.607682 3.943568 -3.730651 -0.3024 0.0851 -0.6832 0.073
H 5.544252 5.696995 -4.279378 0.2168 0.0872 -0.1599 0.119
H 5.321938 4.076547 -4.964108 0.5829 0.0418 -0.2203 0.123
H 2.554153 3.844589 -0.599283 0.7530 0.1897 -0.4999 0.082
H 1.854343 5.387346 -0.318720 -0.0838 0.6193 -0.7594 0.123
H 0.745967 2.825709 -1.544532 -0.0785 -0.0359 -0.2505 0.075
H 0.315561 3.270128 0.033709 0.3673 0.4500 0.3263 0.059
H -0.335909 4.185001 -1.312732 0.1017 0.2641 -0.0191 0.075
H 1.320134 7.834168 -4.589765 0.2526 -0.6539 -0.6355 0.111
H 1.330076 7.432929 -2.971198 0.5002 -0.5508 0.4765 0.113
H 3.291894 8.652699 -2.566771 0.7651 0.5016 -0.2404 0.053
H 3.574396 9.175838 -4.310967 -0.0298 -0.4728 0.0409 0.078
H 2.150254 9.666890 -3.385859 -0.0804 0.1089 -0.1453 0.072
C 1.199048 1.588011 8.272429 0.1143 -0.3280 0.6858 -0.061
C 0.402152 2.575147 7.351700 5.3125 1.6096 3.7440 -0.353
O -0.466853 2.059924 6.532574 -3.6410 -2.3288 -4.8453 -0.157
P -0.080668 1.618827 5.010696 0.4451 1.8586 1.7754 0.543
O 1.040860 0.650731 5.125912 -0.8239 -0.1412 -1.5196 -0.297
O -1.456702 1.190578 4.344697 4.0138 -1.5859 0.4205 -0.181
C -2.670910 1.752863 4.657166 -2.5239 0.8515 1.0907 -0.252
C -3.346806 1.105750 5.942765 0.3391 -0.1574 -1.5418 -0.023
O 0.303905 3.076887 4.350932 -0.8365 -1.9961 2.4709 -0.189
C 0.464163 3.157438 2.953464 2.1733 -0.2041 -0.2785 -0.232
C 1.998361 2.980299 2.640254 -0.2393 0.3314 -0.5289 -0.042
H 1.882640 0.882934 7.799495 -0.6848 -0.2021 -1.1281 0.059
H 2.002151 2.076818 8.823974 -0.4958 0.9442 0.3681 0.070
H 0.655468 0.987639 9.001935 -0.4424 0.2202 -0.0638 0.069
H -0.044191 3.425962 7.866465 -0.1850 -0.3436 0.6124 0.130
H 1.279083 3.033602 6.894621 -0.1522 0.3987 -0.9543 0.112
H -2.519865 2.826521 4.769209 -0.2210 0.1751 0.3623 0.117
H -3.197142 1.649176 3.708256 -0.7533 -0.2420 0.4143 0.124
H -3.342038 0.017670 5.878349 0.5346 -0.1427 -0.1490 0.058
H -2.821632 1.395516 6.852894 -0.2686 0.1586 -0.1457 0.067
H -4.424745 1.263880 5.976528 0.0897 0.7774 0.0876 0.068
H -0.162583 2.362691 2.548910 0.1173 0.4109 -0.8983 0.084
H 0.158970 4.179053 2.727075 -0.2131 -0.2850 -0.5434 0.126
H 2.239857 3.079315 1.581973 -0.4666 -0.3261 -0.2967 0.055
H 2.645763 3.756165 3.048929 -0.5532 0.3852 0.5871 0.074
H 2.467261 2.056482 2.979071 -0.5593 -0.2961 0.0359 0.055
C 5.096552 -0.826849 -1.164960 -0.2514 0.3284 0.5380 -0.073
C 5.615487 -1.604650 0.038433 0.1185 0.6047 -0.7468 -0.233
O 6.345512 -0.726672 0.910182 -0.8571 2.4372 1.9239 -0.196
P 5.544891 0.366489 1.842816 1.3769 -0.7198 0.2565 0.556
O 4.160993 -0.052585 2.255821 1.6611 0.6562 -0.3857 -0.316
O 6.546893 0.569613 3.121127 -2.2899 -0.5074 -1.0623 -0.212
C 7.960649 0.545871 3.000996 0.8128 1.4222 1.2295 -0.241
C 8.537687 1.614082 4.043190 -0.0399 -1.3775 -1.3650 -0.042
O 5.740862 1.781682 1.069025 -0.0208 -3.0887 -0.8298 -0.171
C 5.581717 2.979373 1.726973 -1.3403 3.1781 0.0260 -0.267
C 5.348633 4.216870 0.727910 -0.1314 -1.2617 1.5009 -0.013
H 5.888119 -0.240619 -1.631708 0.2969 -0.5894 -0.2998 0.087
H 4.552273 -1.486632 -1.840641 0.2615 0.0724 -0.1759 0.081
H 4.408435 -0.038020 -0.861080 -0.4098 -0.2007 0.2935 0.057
H 4.818236 -2.048548 0.634620 0.0656 -0.3637 -0.3504 0.098
H 6.404391 -2.286883 -0.278259 -0.4677 -0.4354 0.1186 0.130
H 8.268862 -0.484660 3.177372 0.3415 0.1894 -0.0202 0.117
H 8.248009 0.892273 2.008261 0.1466 -0.2534 -0.0738 0.112
H 8.347259 1.394488 5.093725 -0.4689 -0.0194 -0.2026 0.071
H 9.623319 1.630411 3.947150 0.0620 0.0354 -0.1651 0.069
H 8.158132 2.584020 3.721847 -0.0287 0.0055 0.3789 0.056
H 4.684611 2.946415 2.345199 -0.1610 -0.0638 0.0940 0.086
H 6.388516 3.178193 2.432405 0.3442 0.0040 -0.3057 0.101
H 4.396256 4.162175 0.200569 0.3104 -0.6361 -0.3602 0.036
H 5.127091 5.063226 1.378065 0.6527 0.2733 0.0878 0.078
H 6.181955 4.408715 0.051992 -0.1397 0.0024 0.1337 0.066
C -5.063595 0.036474 -6.277067 -0.3206 -0.3371 0.6516 -0.057
C -4.392277 -1.189105 -5.624627 0.2527 -0.3588 -0.6137 -0.236
O -4.687035 -1.357143 -4.217491 -0.6600 0.8496 -0.8692 -0.171
P -4.151321 -2.608019 -3.426180 1.5989 -0.0897 0.1234 0.421
O -2.662535 -2.584866 -3.266929 -1.4284 -0.4280 -0.1928 -0.274
O -5.015638 -2.485033 -2.114444 0.3252 -0.3043 0.3548 -0.155
C -4.682780 -1.525184 -1.075064 -0.4513 0.1435 1.1952 -0.237
C -5.985521 -1.041415 -0.440074 -0.9805 0.6159 -1.1195 -0.068
O -4.731808 -3.857270 -4.248954 0.0765 1.3378 0.9157 -0.151
C -4.070718 -5.109629 -4.179976 0.1185 -1.9035 -0.3477 -0.287
C -4.192908 -5.817244 -5.515282 0.4544 0.4876 -0.3023 -0.061
H -5.204233 -0.009987 -7.356953 0.8063 -0.4403 -0.1264 0.074
H -6.106404 0.168414 -5.988571 0.1091 0.0545 0.7041 0.075
H -4.461907 0.910881 -6.029113 -0.3481 0.2031 -0.0435 0.062
H -4.640722 -2.139582 -6.096804 -0.3003 0.1501 -0.2487 0.110
H -3.314077 -1.080284 -5.741816 0.1579 0.0076 0.1492 0.107
H -4.096529 -1.954177 -0.262429 0.3766 -0.5349 -0.6635 0.075
H -4.121231 -0.691183 -1.496028 -0.0742 -0.0418 -0.1027 0.116
H -6.542798 -1.665506 0.258530 0.6227 -0.5729 -0.0410 0.073
H -5.951606 -0.057142 0.027012 0.6172 0.0380 0.0490 0.072
H -6.664123 -0.897215 -1.280802 -0.2838 0.0809 -0.0501 0.073
H -3.013179 -5.011737 -3.934778 -0.1024 0.2865 0.1097 0.094
H -4.496907 -5.791413 -3.444020 -0.2524 0.6417 0.4356 0.113
H -5.203945 -5.839446 -5.921988 -0.0557 0.0958 0.2084 0.078
H -3.544761 -5.280050 -6.207687 -0.0852 -0.1746 -0.3984 0.074
H -3.833787 -6.842763 -5.429028 0.0541 0.0456 0.0493 0.085
C -1.768822 2.813866 -3.939390 0.6267 0.0132 -0.0134 -0.061
C -1.215165 1.406438 -3.880935 -1.5405 0.2699 1.4079 -0.273
O 0.130705 1.392483 -4.291638 0.5476 -0.1158 -0.6032 -0.171
P 0.925305 0.149921 -4.860242 -0.0729 -2.5979 -0.2168 0.489
O 0.116023 -1.126062 -4.999136 1.5925 2.3272 0.7609 -0.322
O 2.289915 -0.007864 -3.970953 -2.5250 0.2236 -0.9620 -0.176
C 3.185438 1.086549 -3.767200 1.3716 0.3531 -0.4448 -0.250
C 4.534654 0.584912 -4.353981 -0.7945 -0.0363 -0.1682 -0.036
O 1.441126 0.672134 -6.269737 0.6065 0.2928 0.1394 -0.182
C 0.601503 1.497521 -7.107044 -0.7091 0.2665 0.9353 -0.225
C 0.946173 3.003790 -6.918926 0.5019 -1.2602 -0.7625 -0.050
H -1.957209 3.026451 -4.991736 -0.1362 0.3566 0.0499 0.075
H -2.701489 2.824474 -3.375374 -0.0251 0.1872 -0.0889 0.086
H -1.063706 3.546198 -3.546198 -0.1186 0.0670 0.0872 0.062
H -1.253522 0.981886 -2.877756 -0.0162 0.0991 0.1418 0.125
H -1.991095 0.883223 -4.439763 0.9288 -1.0231 -0.6483 0.110
H 2.865521 2.026834 -4.216206 -0.2383 -0.1876 -0.6619 0.099
H 3.209552 1.381906 -2.718261 0.1359 -0.7017 0.3036 0.106
H 5.340990 1.313018 -4.442202 -0.0874 0.1348 0.4843 0.066
H 4.849738 -0.325615 -3.844321 0.1465 0.2730 0.2142 0.058
H 4.340384 0.248806 -5.372502 -0.1724 0.1211 -0.1209 0.079
H 0.643611 1.115886 -8.127188 0.8181 0.3436 -0.0668 0.121
H -0.427066 1.232252 -6.862533 -0.3009 0.4766 0.3351 0.102
H 1.987318 3.102849 -7.226033 0.0575 0.1627 -0.2528 0.072
H 0.329197 3.594478 -7.596078 -0.0180 0.1379 0.1886 0.076
H 0.940541 3.382750 -5.896937 -0.5898 -0.3287 0.0185 0.064
```
Forces are in eV/Å.